(1)
Computed, not measured: one molecule with the formula C3H2FIN2 in a non-equilibrium geometry, with wB97M-V/def2-TZVPD.

Positions of all 9 atoms, in Å:
1 C 0.2928 -0.8081 0.0587
2 C 1.3339 -1.6325 0.0397
3 C 2.7861 -0.0184 0.0581
4 N 1.9231 0.8747 0.0043
5 N 0.5928 0.5784 0.0867
6 F 1.6484 -2.8757 -0.0350
7 I 4.8503 0.0235 -0.0048
8 H -0.7683 -1.0308 -0.0475
9 H 0.1429 1.4380 -0.2678

Cartesian forces, eV/Å:
-0.5 -0.2 -0.8
2.9 4.7 0.1
-3.4 -3.5 -0.2
0.7 1.2 0.3
1.8 0.7 -0.1
-0.5 -0.9 0.1
-0.6 0.0 0.0
0.4 -0.2 0.2
-0.7 -1.8 0.3

Charge: 0
Gap between HOMO and LUMO, eV: 8.62
Electronic energy, eV: -16936.944
Energy above the lowest of the compared OMol25 structures with the same formula, charge and spin, eV: 4.085

***

(2)
Computed, not measured: C43H62B2CrN6O2S as an isolated structure in a non-equilibrium geometry, with wB97M-V/def2-TZVPD.

Positions of all 117 atoms, in Å:
1 Cr 0.1954 -0.1522 -0.1478
2 C 0.6244 3.4905 -0.3363
3 C 1.3889 3.1549 0.9476
4 C 1.4780 4.3823 1.8583
5 C 2.7748 2.6471 0.6263
6 C 3.6208 3.4764 -0.0998
7 C 4.9093 3.0935 -0.4058
8 C 5.3510 1.8425 -0.0233
9 C 4.5278 0.9753 0.6791
10 C 5.0239 -0.4271 0.9551
11 C 5.3394 -1.1368 -0.3648
12 C 6.2453 -0.4290 1.8758
13 C 3.2374 1.3946 1.0512
14 N 2.4573 0.5442 1.8678
15 B 1.3130 -0.2844 1.5568
16 N 1.2378 -1.1557 2.7090
17 C 2.2639 -0.8611 3.5900
18 C 2.9847 0.1591 3.0922
19 C 0.4256 -2.2984 2.8921
20 C 0.7730 -3.4653 2.1914
21 C -0.0482 -4.5808 2.2657
22 C -1.1941 -4.5646 3.0341
23 C -1.4990 -3.4368 3.7690
24 C -0.7015 -2.2980 3.7265
25 C -1.1402 -1.1297 4.5834
26 C -0.1164 -0.7537 5.6579
27 C -1.5073 0.0833 3.7333
28 C 2.0354 -3.5296 1.3636
29 C 3.0085 -4.5687 1.9272
30 C 1.6984 -3.8234 -0.0958
31 H -0.3734 3.8527 -0.0972
32 H 0.5315 2.5975 -0.9584
33 H 1.1326 4.2585 -0.9163
34 H 0.8354 2.3677 1.4704
35 H 1.9505 5.2140 1.3424
36 H 2.0598 4.1563 2.7484
37 H 0.4860 4.6988 2.1723
38 H 3.2722 4.4465 -0.4230
39 H 5.5587 3.7598 -0.9556
40 H 6.3486 1.5268 -0.2920
41 H 4.2313 -0.9943 1.4456
42 H 6.2074 -0.6967 -0.8504
43 H 4.4864 -1.0532 -1.0319
44 H 5.5478 -2.1894 -0.1834
45 H 7.0969 0.0477 1.3958
46 H 6.5200 -1.4519 2.1242
47 H 6.0315 0.1017 2.8005
48 H 2.4288 -1.4246 4.4900
49 H 3.8350 0.6529 3.5248
50 H 0.2046 -5.4732 1.7140
51 H -1.8473 -5.4245 3.0644
52 H -2.3884 -3.4334 4.3854
53 H -2.0506 -1.4529 5.1032
54 H 0.6938 -0.1708 5.2315
55 H 0.2972 -1.6498 6.1165
56 H -0.5932 -0.1583 6.4342
57 H -0.6472 0.4394 3.1735
58 H -1.8695 0.8831 4.3753
59 H -2.2851 -0.1820 3.0202
60 H 2.5220 -2.5534 1.3899
61 H 2.6082 -5.5757 1.8320
62 H 3.2007 -4.3746 2.9800
63 H 3.9531 -4.5237 1.3888
64 H 1.2204 -4.7938 -0.1919
65 H 2.6036 -3.8191 -0.6972
66 H 1.0262 -3.0467 -0.4671
67 O 2.8445 0.2948 -1.9398
68 B 1.6201 -0.2490 -1.5284
69 O 0.6367 0.1929 -2.4828
70 C 1.2684 0.9748 -3.3843
71 C 0.7639 1.6404 -4.4829
72 C 1.6559 2.4023 -5.2251
73 C 2.9938 2.4986 -4.8722
74 C 3.5058 1.8204 -3.7723
75 C 2.6276 1.0478 -3.0409
76 H -0.2806 1.5649 -4.7432
77 H 1.2950 2.9258 -6.0978
78 H 3.6523 3.1173 -5.4655
79 H 4.5432 1.8969 -3.4878
80 C -3.7990 -4.4910 -1.4153
81 N -2.7322 -3.8287 -0.6803
82 C -3.2374 -3.1686 0.5047
83 C -1.8486 -3.0763 -1.4560
84 S -1.8275 -1.4065 -1.3848
85 N -1.0430 -3.7915 -2.2931
86 C -0.2122 -3.1590 -3.2817
87 C -0.8803 -5.2175 -2.1810
88 H -4.5973 -3.7836 -1.6750
89 H -4.2180 -5.2801 -0.7902
90 H -3.4171 -4.9280 -2.3332
91 H -3.7287 -3.9189 1.1233
92 H -3.9575 -2.3768 0.2649
93 H -2.4050 -2.7347 1.0566
94 H -0.3299 -2.0793 -3.2217
95 H -0.4968 -3.4995 -4.2821
96 H 0.8387 -3.4089 -3.1109
97 H -1.2923 -5.5577 -1.2339
98 H 0.1848 -5.4591 -2.2224
99 H -1.3767 -5.7434 -3.0052
100 N -1.2163 0.9230 0.6194
101 C -1.9164 1.8367 0.8361
102 N -2.6097 2.8832 1.2072
103 C -3.5151 3.5722 0.3095
104 C -3.3179 5.0963 0.4026
105 C -2.8874 5.5184 1.8147
106 C -3.4247 4.5261 2.8403
107 C -2.7419 3.1751 2.6317
108 H -4.5531 3.3194 0.5692
109 H -3.3342 3.2266 -0.7105
110 H -4.2617 5.5761 0.1383
111 H -2.5696 5.4276 -0.3186
112 H -3.2472 6.5252 2.0303
113 H -1.7973 5.5364 1.8813
114 H -4.5076 4.4345 2.7321
115 H -3.2266 4.8670 3.8580
116 H -3.3085 2.3811 3.1351
117 H -1.7339 3.1978 3.0605

Cartesian forces, eV/Å:
-1.2 -1.4 -0.3
0.1 -0.2 0.1
-0.1 0.1 0.0
-0.1 -0.3 0.0
-0.1 -0.2 0.1
0.0 -0.1 0.0
0.1 0.0 -0.1
0.0 0.0 0.0
-0.2 -0.1 0.1
0.2 -0.1 -0.1
-0.2 0.0 0.2
-0.3 -0.1 0.0
0.4 0.4 -0.4
0.2 0.1 0.3
0.4 0.1 0.2
-0.2 0.1 0.4
0.6 0.1 0.1
0.0 -0.2 0.5
-0.2 -0.5 -0.2
0.1 0.3 0.0
-0.1 0.0 0.0
0.0 -0.1 0.0
0.0 0.0 0.0
-0.2 0.0 0.1
0.1 0.2 0.0
-0.2 0.0 -0.1
-0.1 -0.1 0.1
0.1 -0.1 -0.2
-0.1 0.3 0.0
0.0 0.3 0.2
-0.2 0.1 0.0
0.0 0.1 -0.1
0.0 0.1 -0.1
0.2 0.1 0.0
0.1 0.1 0.0
0.1 0.0 0.1
-0.2 0.1 0.1
-0.1 0.1 0.0
0.1 0.1 0.0
0.1 -0.1 0.0
0.0 0.1 0.0
0.1 0.0 -0.1
0.0 -0.1 -0.1
0.1 -0.2 0.0
0.1 0.1 0.0
0.1 -0.1 0.0
0.0 0.0 0.1
0.0 0.0 0.1
0.1 0.0 0.0
0.1 -0.1 -0.1
0.0 -0.1 0.0
0.0 0.0 0.1
0.1 0.0 -0.1
0.1 0.0 0.0
0.1 0.0 0.1
-0.1 0.1 0.1
0.1 0.1 0.0
-0.1 0.2 0.1
-0.1 0.0 -0.1
0.0 -0.1 0.0
0.0 -0.2 0.0
0.1 0.0 0.1
0.1 0.0 -0.1
-0.1 -0.2 0.0
0.1 0.0 -0.2
0.0 -0.1 -0.1
0.4 -0.3 0.1
1.3 0.2 -0.8
-0.3 -0.2 -0.3
0.9 0.6 -0.4
-0.1 -0.3 0.3
0.0 0.1 -0.2
0.0 0.1 -0.1
0.0 -0.2 0.3
-0.8 0.3 -0.7
-0.1 0.0 0.0
0.0 0.1 -0.1
0.0 0.0 0.0
0.1 0.0 0.0
0.0 -0.2 -0.1
0.3 0.4 -0.3
0.0 0.2 0.3
0.5 -0.7 -0.6
-0.3 0.2 0.2
-0.8 0.5 0.9
0.2 0.4 -0.4
0.0 -0.4 0.0
0.0 0.0 0.0
0.0 0.0 -0.1
0.0 -0.1 0.0
0.0 0.0 0.1
0.0 0.0 0.0
-0.1 0.0 0.1
0.1 -0.1 0.0
0.0 0.0 0.0
-0.1 0.0 0.0
0.0 0.0 0.0
-0.1 0.0 0.0
0.0 0.0 0.1
-2.1 2.2 0.6
0.9 -1.1 0.0
0.1 -0.1 -0.1
-0.5 0.4 -0.6
0.1 -0.1 0.0
-0.2 0.0 0.0
0.2 0.1 -0.2
0.0 -0.1 0.8
0.2 -0.1 -0.1
0.0 0.0 0.1
0.0 0.0 0.0
0.0 0.0 0.0
0.1 0.0 0.0
0.0 0.0 0.0
0.0 0.0 0.0
0.0 -0.1 0.0
0.1 0.1 -0.1
-0.1 0.0 0.0

Multiplicity: 5
Charge: 0
Gap between HOMO and LUMO (alpha / beta), eV: 6.91 / 7.18
Electronic energy, eV: -99244.273
Energy above the lowest of the compared OMol25 structures with the same formula, charge and spin, eV: 0.400

***

(3)
Computed, not measured: a 15-piece molecular cluster, C67H79N11O4 overall in a non-equilibrium geometry, with wB97M-V/def2-TZVPD.

Positions of all 161 atoms, in Å:
1 N -10.7381 -16.1851 3.7484
2 C -11.7912 -16.9737 3.9524
3 C -13.0558 -16.6773 3.5493
4 C -13.2877 -15.4752 2.8709
5 C -12.1997 -14.6581 2.6590
6 C -10.9695 -15.0560 3.1123
7 H -11.5541 -17.9272 4.4413
8 H -13.8165 -17.4354 3.7146
9 H -14.2694 -15.2261 2.4927
10 H -12.3133 -13.6809 2.2061
11 H -10.1051 -14.4558 2.9103
12 N -9.6206 -25.8597 3.5095
13 C -8.5864 -25.0371 3.6138
14 C -7.4749 -25.3258 4.3493
15 C -7.4423 -26.4378 5.1608
16 C -8.4450 -27.3758 4.9856
17 C -9.4611 -27.0423 4.0931
18 H -8.7042 -24.1257 3.0130
19 H -6.6760 -24.6180 4.3662
20 H -6.6083 -26.5525 5.8552
21 H -8.4302 -28.2489 5.6127
22 H -10.2812 -27.7337 3.8287
23 N -11.3466 -18.3595 8.6665
24 C -10.8090 -17.6650 7.6694
25 C -10.2139 -18.1834 6.5551
26 C -10.2498 -19.5367 6.3808
27 C -10.8080 -20.3190 7.3962
28 C -11.3469 -19.6668 8.5024
29 H -10.6900 -16.5672 7.8239
30 H -9.8278 -17.5376 5.7559
31 H -9.8749 -19.9514 5.4779
32 H -10.8568 -21.3850 7.2573
33 H -11.7819 -20.2309 9.3026
34 N -12.9172 -23.6463 -0.8132
35 C -12.3042 -23.7531 -1.9941
36 C -11.1372 -23.0667 -2.3304
37 C -10.5646 -22.2453 -1.3525
38 C -11.1742 -22.1824 -0.1589
39 C -12.3177 -22.8700 0.0791
40 H -12.6775 -24.4727 -2.7496
41 H -10.6381 -23.2937 -3.2730
42 H -9.6298 -21.7013 -1.3965
43 H -10.7405 -21.4814 0.5288
44 H -12.7625 -22.7703 1.0543
45 N -14.8095 -21.8783 8.1061
46 C -15.2564 -22.3855 6.9406
47 C -16.5448 -22.6010 6.6464
48 C -17.5251 -22.2479 7.6152
49 C -17.1061 -21.8523 8.8774
50 C -15.7341 -21.6880 9.0422
51 H -14.4948 -22.5995 6.1915
52 H -16.7843 -22.9465 5.6430
53 H -18.5758 -22.3282 7.3869
54 H -17.8151 -21.7470 9.6789
55 H -15.3733 -21.3234 9.9798
56 N -13.2046 -22.7402 4.0117
57 C -11.9041 -22.9856 3.8234
58 C -11.0030 -21.9968 3.4503
59 C -11.4616 -20.7676 3.0361
60 C -12.8197 -20.5035 3.2163
61 C -13.6286 -21.4916 3.7006
62 H -11.6626 -24.0264 4.0417
63 H -9.9569 -22.1688 3.3579
64 H -10.7753 -20.0117 2.6924
65 H -13.2623 -19.5489 2.9357
66 H -14.6837 -21.2748 3.9187
67 N -7.5370 -21.4855 0.2186
68 C -6.5836 -22.3578 -0.1383
69 C -5.6796 -23.0245 0.7326
70 C -5.8221 -22.7213 2.0497
71 C -6.8246 -21.9039 2.4287
72 C -7.6668 -21.2546 1.5333
73 H -6.4526 -22.5441 -1.2168
74 H -4.9228 -23.7577 0.4455
75 H -5.2123 -23.0955 2.8631
76 H -6.8139 -21.6197 3.4611
77 H -8.4261 -20.5374 1.8539
78 N -14.7129 -18.7509 0.8860
79 C -14.5284 -19.2846 -0.3476
80 C -15.6263 -19.7676 -1.1420
81 C -16.8938 -19.6689 -0.6819
82 C -17.1328 -19.0560 0.5234
83 C -16.0505 -18.6739 1.2710
84 H -13.4955 -19.3156 -0.7299
85 H -15.4759 -20.2918 -2.0806
86 H -17.7045 -20.0812 -1.2469
87 H -18.0967 -19.0149 0.9523
88 H -16.2038 -18.4040 2.2737
89 N -11.1395 -23.8914 9.4852
90 C -9.8802 -24.1744 9.1366
91 C -9.5112 -24.5252 7.8511
92 C -10.4532 -24.5061 6.8487
93 C -11.7628 -24.1686 7.1893
94 C -12.0847 -23.9332 8.5199
95 H -9.1364 -24.1896 9.9083
96 H -8.4458 -24.8084 7.7049
97 H -10.1167 -24.7267 5.8418
98 H -12.4735 -23.8870 6.4077
99 H -13.0889 -23.7391 8.8007
100 N -20.2391 -21.9832 4.7635
101 C -20.4092 -20.6813 5.0673
102 C -19.6735 -19.6131 4.5834
103 C -18.6279 -19.8945 3.7633
104 C -18.4136 -21.1712 3.3845
105 C -19.1301 -22.2030 3.9687
106 H -21.2659 -20.3872 5.6897
107 H -19.9676 -18.6329 4.9123
108 H -18.0937 -19.0352 3.4097
109 H -17.4740 -21.4156 2.8739
110 H -18.8687 -23.2304 3.6987
111 N -10.3494 -18.8175 0.5517
112 C -11.2399 -17.8186 0.5593
113 C -11.2327 -16.8624 -0.4590
114 C -10.3121 -16.9306 -1.5111
115 C -9.4099 -18.0157 -1.4963
116 C -9.5057 -18.9094 -0.4876
117 H -11.9737 -17.7304 1.3754
118 H -11.8860 -16.0497 -0.3446
119 H -10.3991 -16.2496 -2.3554
120 H -8.7141 -18.2524 -2.2655
121 H -8.8565 -19.7617 -0.5347
122 C -13.9987 -18.9258 6.4739
123 C -15.3026 -18.2942 6.1687
124 O -15.6702 -17.9913 5.0288
125 C -16.2904 -18.0656 7.3235
126 H -14.2024 -19.7787 7.1260
127 H -13.3814 -18.2199 7.0099
128 H -13.5296 -19.2139 5.5221
129 H -16.9531 -17.1889 7.1327
130 H -15.7056 -17.8537 8.2088
131 H -16.9088 -18.9552 7.5054
132 C -14.9853 -24.9077 1.8660
133 C -16.0891 -23.8568 1.5426
134 O -17.2140 -23.8868 1.9817
135 C -15.7174 -22.6938 0.6775
136 H -14.4180 -25.1564 1.0022
137 H -15.5165 -25.7673 2.2819
138 H -14.2208 -24.4821 2.5711
139 H -15.3976 -22.9193 -0.3319
140 H -14.8957 -22.1619 1.2109
141 H -16.5211 -21.9507 0.7585
142 C -6.7781 -18.3102 5.0844
143 C -7.5872 -18.3471 3.7860
144 O -8.5679 -19.0701 3.7313
145 C -7.1552 -17.4402 2.6565
146 H -7.3292 -18.8436 5.8679
147 H -6.5914 -17.2698 5.4078
148 H -5.8117 -18.7802 4.9259
149 H -6.0461 -17.4211 2.5520
150 H -7.5587 -16.4404 2.8110
151 H -7.5628 -17.8471 1.7228
152 C -11.6903 -26.8839 0.4871
153 C -10.6879 -26.1982 -0.3621
154 O -10.5689 -26.4907 -1.5332
155 C -9.8002 -25.2002 0.2459
156 H -12.6272 -26.4008 0.1279
157 H -11.4621 -26.7108 1.5531
158 H -11.6508 -27.9110 0.2016
159 H -10.2883 -24.7804 1.1304
160 H -9.4798 -24.4752 -0.5101
161 H -8.8833 -25.7490 0.5998

Cartesian forces, eV/Å:
0.3 -0.3 0.2
1.2 -0.8 0.5
-1.1 -0.1 -0.6
0.0 -0.7 0.3
-0.8 0.7 -0.1
0.7 0.0 -0.1
-0.3 0.4 -0.2
-0.2 0.4 0.0
-0.1 0.0 0.1
0.0 -0.1 -0.2
0.4 0.4 0.0
0.4 -0.6 -0.2
-0.8 0.7 -1.1
0.5 0.8 0.5
0.3 -0.2 -0.2
0.2 0.6 0.3
-1.5 -0.9 0.1
0.4 -0.1 0.4
0.4 0.4 0.1
-0.3 -0.2 -0.2
-0.3 -0.4 -0.3
0.6 0.1 0.6
0.0 0.5 -0.3
0.8 2.2 1.0
0.0 0.5 -1.1
-0.5 -0.9 0.9
0.1 0.6 -0.7
0.2 -0.9 -0.1
-0.6 -0.8 0.0
0.0 -0.1 0.5
0.3 -0.5 -0.5
-0.1 -0.3 0.3
-0.2 -0.4 0.3
0.1 -0.5 -0.3
0.4 -0.3 -0.9
0.5 -0.1 0.3
0.6 -0.6 -1.9
0.3 1.4 1.0
-1.0 -0.2 0.5
-0.2 0.5 0.7
-0.2 0.3 0.2
0.1 -0.1 -0.8
-0.1 -0.1 0.7
-0.4 -0.2 0.3
-0.6 -0.4 0.1
2.3 0.4 0.3
-2.5 0.5 0.1
0.6 -0.6 -0.5
0.2 -0.6 -1.2
0.2 0.3 0.1
0.0 0.0 0.1
-0.3 0.0 0.3
-0.2 -0.1 -0.1
0.0 0.3 0.2
0.3 0.1 0.6
-0.1 0.9 -0.6
-0.7 -0.2 0.6
0.0 -0.3 -0.7
-0.7 0.3 0.9
0.4 0.7 -0.8
-0.7 -1.0 0.9
0.6 0.3 -0.1
0.7 -0.5 0.1
0.1 0.2 -0.2
0.1 -0.1 0.0
0.3 -0.2 -0.2
0.5 -0.6 0.2
1.0 -0.7 -0.6
-0.6 0.1 -1.1
0.6 -0.8 0.7
-1.1 2.1 1.0
0.3 -0.5 -0.4
-0.3 0.2 0.5
-0.3 0.4 -0.5
0.3 -0.3 -0.4
-0.6 0.1 0.5
0.2 -0.2 -0.1
-1.9 -0.6 -1.3
-1.1 0.3 0.3
2.2 0.0 0.1
-0.7 0.2 -0.3
0.9 -0.2 0.4
2.2 -0.5 -0.8
-0.5 -0.1 0.3
0.4 0.2 0.1
-0.3 -0.1 -0.3
-0.9 0.2 0.3
0.0 0.8 1.3
-0.4 -0.3 -0.2
-1.0 -0.2 -0.2
1.3 -0.4 0.4
0.0 0.1 0.0
0.1 0.6 -0.6
1.9 0.0 0.0
0.2 0.2 0.5
-0.9 0.2 -0.2
-0.4 0.1 -0.1
-0.1 -0.7 0.2
-0.7 0.3 0.3
2.0 0.8 -0.5
-1.2 -0.3 0.0
-0.8 -0.6 0.9
-0.4 2.1 -0.3
2.1 -1.8 0.3
-1.8 0.0 0.2
0.2 -0.7 -0.1
0.2 0.3 -0.1
0.7 0.0 -0.3
-0.7 -0.1 -0.3
-0.3 0.3 0.3
-0.6 -0.2 0.2
0.9 0.0 -0.5
1.1 -0.5 -0.1
-0.3 -0.9 0.4
-1.3 1.5 -0.7
-0.3 -0.4 1.3
0.5 -0.3 -0.4
-1.0 1.0 -0.2
0.3 0.0 0.3
0.4 0.3 -0.7
0.2 -0.4 0.4
-0.3 -0.2 -0.6
-2.2 0.7 -1.2
0.8 -0.5 1.1
0.2 0.6 -0.3
0.4 -0.1 -0.1
0.3 0.2 0.2
0.0 -0.1 0.5
0.5 -0.8 -0.1
0.0 -0.1 0.5
0.2 0.1 -0.1
-1.1 1.1 1.0
1.0 -0.2 -0.3
-0.1 -0.7 0.5
0.5 1.4 1.2
0.2 -0.3 -1.0
0.4 0.0 0.1
-1.0 -0.3 -0.3
0.0 -0.1 -0.1
0.0 -0.4 -0.5
-0.1 -0.4 -0.6
-0.4 0.4 -0.1
-0.3 -0.1 1.0
0.6 0.4 -0.4
0.5 -0.9 -0.6
0.2 0.1 -0.2
-0.1 -0.4 -0.2
0.2 -0.1 0.0
-0.7 0.2 0.3
0.1 0.1 0.1
-0.1 0.2 0.2
-0.3 1.1 0.2
0.6 -0.5 -1.0
-0.1 -0.1 -0.3
1.2 0.2 0.7
0.2 -0.6 0.7
-0.5 -0.1 -0.4
-0.4 -0.8 0.0
0.3 0.3 -0.2
-0.1 -0.1 0.4
-0.8 0.4 -0.2

Charge: 0
Gap between HOMO and LUMO, eV: 9.49
Electronic energy, eV: -95338.735

***

(4)
Computed, not measured: one molecule with the formula CH4N2O in a non-equilibrium geometry, with wB97M-V/def2-TZVPD.

Positions of all 8 atoms, in Å:
1 H 2.6111 -0.4203 0.3259
2 N 1.9604 0.0867 -0.3621
3 C 0.7860 -0.1458 0.0435
4 O -0.2721 0.4047 -0.5881
5 N -1.4746 0.0827 0.0078
6 H 0.3261 -0.7564 0.8019
7 H -2.1482 -0.1357 -0.8511
8 H -1.7886 0.8842 0.6223

Cartesian forces, eV/Å:
-1.1 0.9 -1.5
0.5 -1.1 2.0
-0.2 0.0 -0.5
0.8 1.4 -1.4
-2.8 -0.7 -0.8
0.8 -0.6 0.9
1.7 1.1 2.8
0.2 -1.0 -1.5

SMILES string: [H]/N=C/ON
Charge: 0
Gap between HOMO and LUMO, eV: 10.83
Electronic energy, eV: -6126.992
Energy above the lowest of the compared OMol25 structures with the same formula, charge and spin, eV: 3.515